#1
Below is a structure of composition C33H66O33, with properties calculated with wB97M-V/def2-TZVPD.

Atoms and positions in Å:
H -14.03218 22.47746 -23.83140
C -12.95338 20.70321 -14.49439
O -14.32906 25.18691 -26.73709
C -17.06507 22.79265 -24.48232
O -18.22657 23.24588 -24.91496
H -17.05374 17.61504 -17.96029
H -19.73736 15.94325 -19.08939
H -17.25126 24.00099 -22.91499
O -12.13627 22.93674 -25.56626
H -18.68097 27.48700 -25.02771
H -17.76498 20.13803 -18.43768
O -11.21758 24.95010 -24.92694
C -18.31431 24.25020 -25.96994
O -12.74444 25.67154 -21.24493
C -16.31874 23.91551 -22.35713
H -17.61239 24.14067 -26.79663
H -16.24413 20.89059 -22.08877
H -12.99796 21.69011 -14.03382
H -9.47011 24.00032 -25.71154
H -17.67177 20.48179 -21.11039
H -17.74569 26.16380 -24.82286
C -16.77988 25.97471 -24.35430
C -16.12197 21.02176 -23.16393
H -16.34486 19.62533 -18.83724
H -20.17334 23.14940 -22.47318
O -21.01807 17.51106 -18.90924
O -15.96194 23.20623 -24.92570
H -16.06761 24.81326 -21.79225
C -14.24264 19.61857 -16.29600
C -14.25254 23.72255 -19.97874
O -17.48352 22.71241 -17.95719
H -16.88612 19.33388 -17.53653
H -16.75428 25.21383 -23.57422
C -13.81247 26.97782 -23.32126
C -13.09938 25.47952 -27.40575
H -12.93338 19.91396 -13.74286
H -19.85137 28.64038 -24.52271
H -13.65716 27.78895 -22.60989
H -21.40837 19.80939 -14.05256
O -17.49536 18.38156 -21.19322
O -14.02658 20.67466 -15.43454
H -15.58553 23.91426 -23.16367
H -14.61303 22.69642 -20.05087
H -22.24041 20.23904 -21.59884
H -18.85479 20.25142 -19.78531
H -19.66906 16.75239 -17.55681
H -10.44851 24.70360 -26.89023
H -15.16451 21.53276 -23.26507
H -16.26189 22.06026 -15.02620
O -20.11554 19.57685 -19.55076
C -16.52271 23.41564 -17.57827
C -17.02260 18.32890 -17.13717
C -14.10572 23.56451 -23.79955
H -19.36875 24.12262 -26.21489
C -21.07136 18.80453 -19.45354
H -18.88985 17.48886 -18.99180
H -12.85626 26.61843 -23.70151
C -19.75307 16.93103 -18.62879
H -14.55400 24.12215 -19.01048
H -19.94137 20.53039 -13.65500
H -16.61789 26.09660 -19.62164
H -23.63534 20.46732 -20.65982
O -16.08461 24.60778 -18.13403
H -19.16157 19.61655 -21.43755
C -14.65767 16.52414 -20.60041
C -18.46360 19.10324 -15.34953
H -13.16841 26.36513 -28.03745
H -16.33395 24.39639 -20.11432
C -18.09148 19.62935 -21.64452
O -15.67746 23.14361 -16.56126
H -17.74757 24.80493 -19.20937
C -20.35470 19.55953 -13.92827
O -16.22846 22.77637 -21.51952
C -19.72535 27.57754 -24.72911
C -10.13289 24.85322 -25.85771
C -16.21732 18.32299 -20.90458
O -18.20466 18.31577 -16.43328
O -15.35126 19.19887 -20.86767
C -17.34322 22.40430 -20.78396
H -14.70649 23.72599 -22.90451
O -17.05395 21.37668 -19.94773
C -12.09165 23.99126 -24.89594
O -18.48648 22.90126 -20.92576
H -12.32546 25.79337 -26.70528
O -13.72027 18.46465 -16.27666
O -17.66857 19.89874 -14.80090
H -9.57851 25.78989 -25.79916
H -22.17844 21.19934 -20.08976
H -13.17116 23.63492 -19.87367
C -20.24388 23.92437 -21.70994
O -15.96719 25.30716 -25.31623
C -18.16030 20.83272 -19.17879
H -17.87090 19.77830 -22.70153
C -13.85735 25.32470 -21.62716
H -15.40617 18.21760 -18.20841
C -19.45540 25.71022 -23.20484
H -14.72500 21.61577 -15.71293
H -14.60108 15.49298 -20.25167
H -20.47995 27.18073 -25.40824
H -16.34117 26.90259 -23.98729
O -19.79065 18.91573 -15.03216
O -14.66604 27.13156 -25.68244
H -21.14490 23.60035 -21.18909
H -14.15175 16.53738 -21.56579
O -14.48671 25.98723 -22.60984
C -15.74490 21.89976 -15.97227
H -20.31463 18.96209 -13.01747
C -16.69167 25.05172 -19.32017
O -15.20568 19.99843 -17.17984
H -16.10162 20.04582 -23.64895
C -22.56385 20.29436 -20.55941
C -14.94369 25.95011 -25.85137
H -18.10354 25.26375 -25.62879
O -16.01255 17.01803 -20.57062
O -14.73562 24.53229 -21.06055
H -12.01816 20.70001 -15.05425
H -18.61385 21.61530 -18.57055
H -19.27367 23.78679 -21.23261
H -14.55170 19.49450 -19.04462
O -17.25450 21.80173 -23.58205
H -14.80998 23.74718 -24.61119
C -15.40508 19.29104 -18.39775
H -14.01239 17.17152 -20.00660
O -20.27070 25.25691 -22.25096
H -16.36045 21.12355 -16.42692
H -16.15077 18.06114 -16.54025
O -19.88380 27.01351 -23.45075
H -14.41866 27.31036 -24.16390
H -12.64580 24.57778 -27.81714
O -22.26768 19.11152 -19.82552
O -12.92417 24.26376 -23.94422
O -18.64079 25.06537 -23.84734

Its charge is 0. The HOMO-LUMO gap is 9.462 eV.


#2
Below is a cluster of 11 separate species, C33H66O33 in total, with properties calculated with wB97M-V/def2-TZVPD.

Atoms and positions in Å:
H 3.32150 3.55634 -4.23382
O -5.64697 7.21803 -3.94730
H -1.59097 -1.11922 -1.28064
C -0.87860 -3.82065 6.30152
H -2.51372 -3.27930 4.03884
H 0.53596 -6.12649 7.11639
C -12.41710 -0.33858 -7.02385
H -9.23146 9.02721 -5.06652
H -1.66836 -1.86761 4.54849
H 9.22573 -0.60311 -0.69866
C 6.74889 -5.05404 -3.76715
O 11.10225 6.21839 -1.82113
H 8.14424 6.54188 -0.91307
C 0.13373 -5.41323 7.83581
H 12.65437 1.97705 3.52170
O -7.69531 -0.83851 0.88164
C 4.36385 -5.33579 0.29767
H -7.81618 -3.89881 0.61996
H -9.05825 1.02810 2.46270
C 10.98909 0.44799 1.83000
O 3.75338 1.14467 -4.79086
H -0.00164 -6.07665 8.69000
O 0.21460 -3.44020 5.89771
C -10.84234 0.77443 -5.58464
H -10.74172 1.02655 2.01667
H -8.04795 9.73698 -3.92201
O 2.12844 0.48365 -6.12931
H -3.91968 7.22413 -5.18943
H -1.60232 -7.54210 -1.13410
C -0.74033 2.39976 8.18474
C -8.58937 8.83489 -4.20697
H 7.82938 4.77660 -1.01090
H 1.73950 -1.26740 -6.87614
H 11.74695 6.95830 -4.59437
H -9.46950 1.55261 0.83119
H 2.56265 1.34079 2.15824
H 2.89765 0.61451 0.59891
H -2.40922 0.37683 -1.95850
H -1.43766 1.61620 8.48113
H 12.64310 0.37833 4.01158
H -9.21794 8.55745 -3.36079
H -13.21684 0.39394 -7.13305
H 2.79745 -1.41807 -5.43426
O -9.27936 -2.44360 0.48512
H 3.43032 -0.92307 -6.98440
O 10.66169 0.08984 0.57352
H -8.91166 -3.93644 -0.84730
H 12.01365 5.38573 -5.49578
C 2.56955 -0.82868 -6.32238
O -0.99853 -4.63008 7.35424
O -2.04717 -3.46698 5.93845
C 0.32712 2.58219 10.34102
O -9.58844 1.29746 -5.72505
H 7.47480 -5.85151 -3.60842
C 8.57838 5.56204 -1.11186
C -8.80896 -1.26361 0.90807
H 1.78372 3.72071 12.55524
C -8.95074 1.97436 -4.68114
H -3.71801 7.25685 -3.50973
C 11.76879 5.86941 -4.55016
O 9.06559 5.37821 -2.41193
H 2.53035 2.09936 12.57332
H 7.32336 -4.18030 -4.07485
O 1.53078 2.73368 10.84822
C -2.38566 -2.61302 4.89194
H 1.01027 -4.79283 8.02260
O -3.16437 -7.60456 0.10949
H 2.01060 3.11169 -3.24492
H -4.11559 -10.27150 2.49539
O 5.20123 -6.55881 -2.07885
H -3.89584 -9.11012 3.88997
C -2.66387 -7.30095 -1.18942
O -11.55126 0.75595 -4.54593
O -9.83848 -0.61001 1.29360
O -0.72910 2.36772 10.90698
H -1.31767 3.31407 8.04746
H -0.53724 2.15708 7.14169
C 12.92906 0.98817 3.15460
O 10.24788 0.59051 2.75023
H 4.09112 -4.53362 0.98341
O -0.82898 0.60648 -0.59667
C 5.43721 -5.37708 -1.87235
H 1.86918 4.32311 -4.70911
C 2.66978 1.28565 -5.29115
O 12.37431 0.57343 1.87454
H 8.80797 -0.60181 1.06331
C -9.73761 0.85818 1.62743
H -4.12793 5.78550 -4.15728
C -2.99069 -8.61275 0.80708
C 2.24365 3.39821 -4.27044
O 1.88378 2.37751 -5.14459
C 2.17211 0.64935 1.41160
O 0.92554 -0.79804 -0.54156
H -12.34798 -0.88137 -7.96656
H 5.89121 -5.39097 -4.34935
C 10.29608 5.75727 -2.65539
C -6.32915 8.07516 -4.64073
H -2.61618 -6.22380 -1.34937
C 9.30932 -0.07517 0.25128
O 6.01516 -4.56640 -2.67808
O 0.84456 1.01653 0.90834
C -4.37310 6.84100 -4.27525
H -7.62527 -2.84383 -0.73656
H 8.80487 0.89072 0.22518
H 14.01582 0.98572 3.23854
O -3.62664 -8.45489 1.98150
O 5.04797 -4.69074 -0.77803
H -3.29530 -2.05472 5.11319
C 1.68078 2.68693 12.22536
H 4.88049 -6.13967 0.82204
H -12.70711 -1.06708 -6.26668
H 9.32568 5.30155 -0.36233
O -7.64427 7.81326 -4.42527
H 3.46127 -5.74067 -0.16006
O -2.27758 -9.55350 0.49233
H -8.56871 1.37760 -3.85287
O -5.90938 8.97550 -5.32585
H -3.21851 -7.78292 -1.99451
H -0.71979 -0.20548 -2.44620
C -1.47659 -0.10680 -1.66798
O 0.39274 2.59365 9.01704
H 2.16849 -0.37036 1.79667
H -9.53354 2.74379 -4.17478
H -2.49820 -9.80423 3.07053
C 0.29780 0.20971 -0.14081
C -3.52425 -9.46483 2.92862
H 12.59898 5.52397 -3.93409
O 10.53516 5.44156 -3.95249
H -8.04227 2.37224 -5.13337
O -11.14569 0.20415 -6.76025
C -8.38053 -3.32667 -0.11642
H 0.76976 2.38490 12.74198

Its charge is 0. The HOMO-LUMO gap is 10.586 eV.


#3
Below is a cluster of 11 separate species, C33H66O33 in total, with properties calculated with wB97M-V/def2-TZVPD.

Atoms and positions in Å:
H -1.24258 2.71378 -2.30918
O 1.19155 5.43769 -3.33655
C -4.16879 0.28313 1.05634
C -3.26870 7.68358 5.26569
C 2.09894 5.17762 -4.44156
H 0.89847 2.09179 -5.77615
H -1.37133 -5.00756 0.96162
H -0.21880 -3.63031 -2.74480
O -0.57585 4.68393 -2.11105
H -0.43332 3.55029 3.07092
H 4.25055 0.04276 -2.84468
C 3.45674 -4.26784 4.20720
H -1.46577 3.39908 -0.62981
C -1.43510 3.96541 2.96041
C -0.47299 -0.11465 2.67695
H 7.46550 0.59270 -6.14104
O -1.12892 -5.56433 -2.09698
C -2.27672 6.08089 3.78641
H 0.77796 -4.92866 -1.99590
H 0.87938 1.69701 5.02706
H -2.02989 -3.11889 -5.95671
O -0.40410 -1.44109 -4.67449
O -2.32825 6.66549 4.94189
C -0.71016 -0.81130 -5.70355
C -1.10024 -6.93111 -2.04755
H 7.69442 2.88905 -5.47283
O 1.14177 1.28763 7.06574
H -4.22008 0.44682 -0.02008
C -0.21222 -0.15246 0.34218
C 0.45678 -0.64986 -1.94705
C 1.31051 -3.41363 5.15540
H 5.54251 1.27295 -2.34940
H 2.39433 -2.01106 -4.33964
H -1.83474 -3.40737 6.04770
C 7.35957 3.44901 -4.59965
O 0.26442 -0.98397 -0.59762
O -2.12316 -7.27129 -1.23063
H -3.56314 -8.55858 -0.64350
C -0.07358 -4.70537 -2.63864
C -2.73162 -8.55097 -1.34820
H -3.07883 -8.65283 -2.37639
H -1.38343 -0.55135 3.08741
H 3.10249 5.25022 -4.02238
H 3.91923 -3.28919 4.33542
H -2.67331 -3.83290 0.41954
O -4.51376 1.52777 1.73883
H 3.69710 -4.78360 5.13689
C 0.05385 0.55736 7.24831
H 8.21200 3.55382 -3.92846
H -5.65584 -3.07626 5.24467
O -2.86476 6.44896 2.76787
H -4.09054 -2.18611 5.53025
O 0.07491 -3.70759 5.00653
H -2.83175 8.53424 5.78871
H -3.16682 0.25230 1.48437
O -0.75509 0.14598 6.41412
H -0.49762 -0.49763 -2.45108
O -3.97812 -3.55589 4.05958
H -3.87624 8.06327 4.44421
O -0.55553 4.26422 -4.35113
H 2.87435 -2.98218 -5.76756
H -2.08369 -0.47488 8.68376
O 5.78062 -2.54012 -5.78934
H 2.10060 5.91301 -5.24611
H 3.75653 1.43653 -1.94912
C 0.91688 1.05013 -5.45566
H -1.16218 -0.29522 10.15774
O -0.63434 0.97892 0.18976
C -1.43190 3.59825 -1.70092
C -0.06568 4.80712 -3.37887
O -4.80427 2.69238 -0.22695
C 4.51229 1.08288 -2.65044
H 0.77575 1.07119 -4.37505
H 7.57742 -1.05201 -6.84194
H -2.06848 3.08123 3.03217
C 1.65630 1.42289 5.74074
H -0.54317 -2.36271 6.57314
O 1.81365 -2.59283 5.88275
O 4.70830 3.30165 -5.53978
H -4.52525 5.18626 0.68389
H -3.90736 7.20859 6.01041
C 5.25514 -1.46428 -5.84557
O -0.10843 0.32302 -6.17335
H 0.89943 -1.52097 -2.43007
C -4.76579 2.68829 1.04994
H -1.42276 -3.31939 1.27816
H 1.12260 0.21262 -1.97688
H -5.07131 -1.79206 4.21608
O -1.46916 5.01067 3.90074
O -2.72957 -4.29276 2.49639
H -1.30360 -2.14526 5.08842
H -0.76378 -1.58052 8.99750
H -6.28138 5.00906 0.80774
C -3.39346 -3.20636 2.93265
H -4.88482 -0.51225 1.26317
H 2.47782 2.13619 5.67437
O 4.05947 -1.30353 -5.48674
O 4.21518 1.82158 -3.83341
H -1.96682 -9.28792 -1.10309
H -1.37170 4.45430 1.98826
O -1.62441 -1.16766 -6.56961
H -2.49655 3.82981 -1.73276
H 6.98903 0.21746 -7.82943
C -2.49685 -2.30278 -6.50808
C -4.75341 -2.65413 4.80247
H 0.34853 -0.29288 3.37080
H 7.07952 4.44750 -4.93532
O 1.99812 -4.19220 4.27981
H 1.91301 0.66335 -5.67066
H -0.48551 0.94234 2.41105
H 2.02816 0.44223 5.44388
H 0.23012 -5.04109 -3.63018
H 3.82202 -3.00569 -4.27388
O -0.35348 -7.67362 -2.61620
H -3.40103 -2.09443 -5.93612
O -5.06814 3.67495 1.93841
C -5.34771 4.98257 1.36958
H 3.81421 -4.89847 3.39318
C -0.90632 -2.93841 5.72179
H 1.92647 4.19573 -4.88231
O 6.25763 2.80662 -3.95564
C -1.07825 -0.54185 9.09933
O -0.19074 -0.78194 1.47450
H -2.85501 -2.50815 -7.51687
C 3.23114 -2.37352 -4.93669
C 6.98951 -0.13520 -6.79807
C -2.05615 -4.20554 1.23708
O 5.66578 -0.29076 -6.33724
O -0.08514 0.35527 8.56680
H -5.35242 5.81175 2.07706
O -3.41774 -2.11224 2.42492
C 5.00086 2.72435 -4.50407

Its charge is 0. The HOMO-LUMO gap is 10.534 eV.


Relative to the most stable one, in kJ/mol, the structures come out at #1 2206.4; #2 96.4; #3 0.0.


#1
Below is an isolated molecule of C5H10O3, with properties calculated with wB97M-V/def2-TZVPD.

Atoms and positions in Å:
H -1.13596 1.92463 -2.15488
H -0.03136 2.19625 -0.66436
O 1.52634 -1.50845 -0.66882
H 0.89052 -1.93930 -1.26254
O -0.32926 -2.06066 0.89890
H -0.44330 -2.28421 1.82535
H 1.48860 0.47097 -0.03446
H -1.14585 0.03246 2.69783
H 0.59383 1.71916 -2.24460
C -0.23783 1.66326 -1.56416
C 0.89091 -0.33598 -0.36646
C -0.34968 0.16234 -1.24360
H 0.77629 -0.11593 2.64356
O -1.23377 -0.21227 -0.26982
H -0.54578 -0.42083 -2.19172
C -0.21688 0.15138 2.00929
H -0.18358 1.22769 1.81491
C -0.31325 -0.67051 0.77556

Its charge is 0. The HOMO-LUMO gap is 9.979 eV.


#2
Below is a cluster of 2 separate species, C5H10O3 in total, with properties calculated with wB97M-V/def2-TZVPD.

Atoms and positions in Å:
H 1.81666 1.37731 0.49659
H -0.63607 0.42424 0.45982
H 1.22987 -1.35413 -1.45990
H 2.34093 -0.47922 0.82825
H 0.78339 1.43223 2.45914
C 1.61651 0.27698 0.77854
O -1.01456 -0.32415 2.79561
C 1.22570 0.39143 2.29704
H -3.67553 0.85113 -6.61024
C 0.35872 -0.56584 2.99834
O 0.67887 -1.59260 3.59346
O -3.25965 1.24384 -5.77115
H -1.58705 -1.03130 2.78034
H 2.31463 0.33097 2.81775
C 0.38083 -0.96834 -1.05223
H -2.43172 1.53876 -6.00004
H -0.48811 -1.43057 -1.45377
C 0.34658 -0.12073 0.04244

Its charge is 0. The HOMO-LUMO gap is 10.402 eV.


Relative to the most stable one, in kJ/mol, the structures come out at #1 0.0; #2 18.9.